Entry 1:
{"formula": "C4H29NO9", "method": "ωB97M-V/def2-TZVPD", "symbols": ["C", "C", "C", "C", "N", "H", "H", "H", "H", "H", "H", "H", "H", "H", "H", "H", "H", "H", "O", "H", "H", "O", "H", "H", "O", "H", "H", "O", "H", "H", "O", "H", "H", "O", "H", "H", "O", "H", "H", "O", "H", "H", "O"], "positions_angstrom": [[-2.91124, 1.34608, -1.32166], [-2.33208, 0.57823, -0.07060], [-1.71871, 1.64948, 0.87310], [-0.74883, 1.07527, 1.91372], [-3.19447, -0.27339, 0.74541], [-3.93442, 0.98804, -1.39659], [-2.78880, 2.45022, -1.23425], [-2.45763, 1.00095, -2.17726], [-1.48003, -0.23732, -0.43229], [-1.05306, 2.51078, 0.30418], [-2.46427, 2.21907, 1.38052], [-1.25264, 0.35738, 2.43532], [0.12873, 0.91049, 1.29369], [-0.47550, 1.75714, 2.61735], [-4.16051, -0.18865, 0.35577], [-3.23020, 0.17467, 1.63373], [3.33223, -1.18160, -1.57058], [2.30386, -2.20654, -1.23856], [2.93581, -2.06491, -1.82207], [1.66732, -2.76816, -3.87845], [0.11426, -2.49979, -4.16238], [0.72954, -3.08678, -4.40047], [-1.62005, -3.51656, 1.40493], [-1.71383, -1.84536, 1.22883], [-1.18590, -2.68280, 1.29145], [2.81946, 2.45680, -1.20381], [1.36336, 1.98897, -1.25753], [2.07127, 2.01784, -0.66581], [3.45273, -2.46910, 2.31444], [3.02418, -3.53630, 1.13751], [2.72510, -2.76990, 1.72756], [0.18881, -2.48271, -0.13073], [1.33604, -2.36030, 0.61437], [0.93852, -2.09058, -0.11773], [2.63927, 3.37181, -3.69090], [3.83875, 2.29139, -3.24267], [2.93932, 2.74297, -3.14145], [-2.49873, 1.52701, 4.52766], [-2.36545, 2.80775, 3.83246], [-2.69227, 1.89036, 3.74600], [2.78108, 0.80737, 0.38356], [2.01584, -0.57321, 0.55539], [2.93313, -0.08610, 0.83887]], "atomic_forces_ev_per_a": [[-0.9, -0.5, 2.8], [3.4, -0.2, -0.9], [2.9, 1.7, -1.3], [0.1, 0.9, -3.9], [-1.8, 0.2, -1.3], [-0.5, 0.7, -0.2], [-0.4, -0.9, 0.0], [1.3, -0.6, -2.0], [-1.6, 2.5, 0.5], [-1.8, -2.2, 0.8], [-1.1, 0.2, 0.0], [-0.5, -2.8, 1.1], [0.3, -1.3, 0.6], [0.7, 2.3, 1.8], [0.9, -0.4, 0.6], [-0.4, 0.2, 1.0], [-0.7, -1.6, -0.3], [-5.0, -0.9, 4.4], [5.9, 2.5, -4.6], [-4.1, -1.2, -2.0], [-3.6, 3.7, 1.6], [7.8, -2.4, 0.6], [-1.2, 0.1, 0.1], [-0.4, -1.6, 0.1], [1.0, 1.4, -0.2], [-2.1, -0.9, 1.0], [-1.7, -0.2, -1.5], [3.5, 1.4, 0.6], [-0.6, -0.4, -1.0], [-0.1, 1.8, 1.6], [0.8, -1.6, -0.5], [-8.3, -3.9, -0.1], [2.9, -1.8, 5.5], [5.1, 5.8, -5.1], [-0.5, 3.3, -3.6], [-2.1, 1.7, -0.8], [2.9, -4.9, 4.0], [1.1, -2.4, 4.8], [-0.3, -0.7, -0.2], [-1.1, 3.2, -4.2], [0.2, -1.7, 0.9], [3.3, 1.7, 1.1], [-3.4, -0.1, -1.9]], "lowdin_charge": [-0.045, -0.427, -0.246, -0.102, 0.020, 0.062, 0.084, 0.030, 0.164, 0.153, 0.073, 0.032, 0.072, 0.033, 0.094, 0.043, 0.070, -0.122, -0.030, 0.143, -0.077, -0.095, 0.038, 0.030, -0.056, 0.078, 0.007, -0.069, 0.074, 0.102, -0.083, -0.063, -0.067, 0.049, -0.019, 0.117, -0.022, -0.022, 0.082, -0.002, 0.000, 0.069, -0.172], "de_lowest_kj_mol": 566.8, "smiles": "CC[C@H](C)N.O.O.O.O.O.O.O.O.O", "molar_mass_g_mol": 235.27, "lumo_ev": 0.22}

=====

Entry 2:
{"formula": "C7H8BrP", "method": "ωB97M-V/def2-TZVPD", "symbols": ["C", "C", "C", "C", "C", "C", "C", "P", "Br", "H", "H", "H", "H", "H", "H", "H", "H"], "positions_angstrom": [[-1.82292, 0.66456, -0.79789], [-1.18915, 1.83748, -0.63949], [-1.37138, -0.63988, -0.42640], [0.13671, 1.75986, 0.00544], [-0.05082, -0.65410, 0.16685], [0.67246, 0.55037, 0.38739], [0.57284, -1.94333, 0.61060], [2.34235, 0.49966, 1.13941], [3.77800, 0.06165, -0.47913], [-2.84361, 0.56908, -1.15904], [-1.82566, 2.71570, -0.67473], [-1.90748, -1.48454, -0.80587], [0.82614, 2.72055, 0.04425], [1.23418, -2.21620, -0.17248], [1.15488, -1.89159, 1.61129], [-0.27316, -2.69332, 0.72714], [2.52362, 1.93464, 1.28704]], "atomic_forces_ev_per_a": [[-1.8, -3.4, -0.1], [2.3, 0.4, 2.5], [3.8, 2.9, 0.3], [-0.6, 2.7, -1.7], [-1.9, -0.3, 0.2], [-0.1, 0.1, -0.8], [-1.2, -0.6, 1.9], [-0.4, 0.4, 1.3], [0.1, 0.1, -0.5], [0.0, 0.8, -0.3], [0.8, 0.4, -0.5], [-0.1, -0.6, 0.5], [-1.8, -2.0, 0.2], [0.8, -0.8, -0.6], [-1.0, 0.1, -1.7], [1.3, 0.6, -0.2], [-0.1, -0.8, -0.5]], "lowdin_charge": [-0.133, -0.083, -0.006, -0.102, -0.290, -0.516, -0.108, 0.485, 0.178, 0.100, 0.100, 0.098, 0.123, 0.054, 0.084, 0.097, -0.081], "de_lowest_kj_mol": 20.6, "smiles": "Cc1ccccc1PBr", "molar_mass_g_mol": 203.02, "lumo_ev": 0.28}

=====

Entry 3:
{"formula": "C13H25Br3O6S3", "method": "ωB97M-V/def2-TZVPD", "symbols": ["C", "Br", "Br", "Br", "H", "C", "C", "C", "S", "O", "O", "C", "H", "H", "H", "H", "H", "H", "H", "H", "C", "C", "C", "S", "O", "O", "C", "H", "H", "H", "H", "H", "H", "H", "H", "C", "C", "C", "S", "O", "O", "C", "H", "H", "H", "H", "H", "H", "H", "H"], "positions_angstrom": [[4.99684, -5.90268, -0.28634], [3.96040, -6.07502, 1.40084], [5.42445, -7.72947, -1.00286], [6.84267, -5.18976, -0.00129], [4.38845, -5.28779, -0.94959], [2.45989, 2.69017, 4.47798], [2.75085, 2.80013, 3.02047], [3.53331, 1.54040, 2.54252], [2.72794, 0.19677, 3.40839], [3.72401, -0.45334, 4.23015], [1.88554, -0.45042, 2.50458], [1.74002, 1.36797, 4.62191], [1.72856, 3.42161, 4.82184], [3.32514, 2.64593, 5.13941], [3.16258, 3.77833, 2.77214], [1.87569, 2.88608, 2.37640], [4.52710, 1.67936, 2.96816], [3.59573, 1.32395, 1.47605], [1.66196, 0.87940, 5.59316], [0.78815, 1.29594, 4.09572], [-4.61135, 0.41903, 0.28456], [-4.60163, 1.97646, 0.11030], [-5.24923, 2.34737, -1.25137], [-6.69477, 1.25403, -1.45610], [-6.81859, 0.89848, -2.88245], [-7.80753, 1.93125, -0.82424], [-5.99770, -0.08042, -0.26523], [-4.49049, 0.29039, 1.36017], [-3.69489, 0.02633, -0.15590], [-3.61150, 2.38359, 0.31529], [-5.27394, 2.27438, 0.91487], [-4.56200, 1.95935, -2.00320], [-5.28120, 3.38125, -1.59513], [-5.88664, -1.06233, -0.72525], [-6.77219, -0.23695, 0.48561], [2.00059, -1.41990, -2.22106], [1.83592, 0.05933, -2.43210], [1.13248, 0.16458, -3.83865], [0.02190, -1.27867, -3.94989], [0.48354, -1.94526, -5.20272], [-1.37898, -0.88372, -3.77573], [0.61735, -2.02310, -2.41746], [2.39611, -1.65497, -1.23293], [2.77390, -1.73585, -2.92124], [2.68661, 0.65658, -2.76030], [1.27751, 0.60108, -1.66869], [1.72292, -0.01433, -4.73725], [0.53896, 1.05344, -4.05255], [0.32834, -3.06483, -2.55665], [-0.18277, -1.69415, -1.75436]], "atomic_forces_ev_per_a": [[1.1, -1.3, 1.0], [0.7, 0.2, -1.0], [-0.9, 1.0, 0.1], [-1.4, 0.3, 0.0], [0.5, -0.3, -0.1], [-1.5, -1.1, 0.9], [0.1, 0.7, -2.1], [0.4, 1.4, 0.9], [2.1, 3.3, 4.0], [-0.3, -0.6, -0.5], [-2.1, -2.0, -1.9], [0.4, -2.3, -1.8], [0.5, 0.5, 0.0], [0.2, 0.4, -0.2], [1.0, -0.3, 0.1], [-0.8, -0.4, 0.5], [0.2, -0.6, -0.2], [-0.3, 0.2, 0.1], [0.3, 0.1, -0.1], [-0.3, 0.6, 0.3], [-0.5, 1.5, -0.3], [-1.4, -0.4, 0.2], [1.9, -1.4, -0.3], [0.8, 1.1, -1.0], [0.3, -0.2, 2.4], [0.1, -0.8, 0.1], [0.7, -0.1, -0.4], [-0.3, -0.5, 0.0], [-0.5, -0.5, -0.5], [-0.1, 0.1, -0.4], [0.1, 0.7, 0.0], [0.1, -0.4, -0.2], [-1.0, 0.1, 0.7], [-0.1, 0.3, -0.6], [0.1, 0.5, 0.1], [0.6, -0.5, 1.0], [-0.6, 1.5, -2.7], [-1.5, -0.6, 0.2], [0.3, 1.1, -2.2], [-1.2, 0.4, 2.5], [1.1, -0.7, -0.2], [-1.4, -0.3, -1.2], [-0.1, 0.0, 0.1], [-0.4, -0.6, -0.2], [0.9, -0.4, 1.3], [0.0, -0.2, 0.0], [0.7, 0.1, 0.5], [0.0, 0.0, 0.4], [1.2, -0.4, 0.1], [0.5, 0.5, 0.6]], "lowdin_charge": [-1.454, 0.515, 0.475, 0.485, -0.021, -0.238, -0.243, -0.215, 0.655, -0.337, -0.310, -0.178, 0.121, 0.126, 0.114, 0.115, 0.101, 0.101, 0.099, 0.088, -0.203, -0.225, -0.231, 0.717, -0.347, -0.344, -0.164, 0.103, 0.104, 0.109, 0.104, 0.090, 0.108, 0.090, 0.090, -0.221, -0.203, -0.222, 0.713, -0.360, -0.355, -0.221, 0.115, 0.126, 0.111, 0.117, 0.093, 0.101, 0.108, 0.101], "de_lowest_kj_mol": 257.2, "molar_mass_g_mol": 613.25, "lumo_ev": -0.47}